Entry 1:
C19H18F2NS | ωB97M-V/def2-TZVPD

For the strongest force on any atom, the calculation gives 2.32 eV/Å. As for the charge: +1.

CARTESIAN COORDINATES (ANGSTROEM)
C (-6.11419, -1.00569, 1.33052)
N (-0.71312, 2.93486, 0.25005)
C (0.91476, -1.54922, -1.44225)
H (1.42073, -1.09641, -3.50789)
C (-3.81957, -1.61108, 0.74355)
H (3.81075, 0.82396, 0.56556)
C (1.24450, -2.36499, -0.32527)
S (3.10455, 3.07616, 0.21131)
C (-4.66411, 0.62311, 0.24478)
F (2.54958, -4.09800, 0.64249)
H (5.21523, 1.94251, 0.39614)
C (4.23918, 1.78494, 0.86635)
C (-5.05965, -1.91493, 1.28695)
C (-0.18287, -0.63703, -1.36397)
C (-1.25479, -0.81944, -0.50312)
H (-2.27651, 1.01508, -0.88537)
H (3.70915, -4.30391, -1.69063)
C (-5.88586, 0.27971, 0.80793)
H (0.72284, -2.24169, 0.62076)
H (3.98722, 4.46587, 2.03377)
F (-5.26254, -3.17150, 1.80980)
C (2.23967, -3.32047, -0.44928)
H (-7.07246, -1.28789, 1.76078)
C (-2.35946, 0.02100, -0.44006)
C (0.41265, 2.88454, 0.60518)
H (-1.24124, -1.70084, 0.14137)
C (1.69260, 2.82209, 1.13330)
H (1.82308, 2.65591, 2.20803)
C (1.66056, -1.72159, -2.64213)
C (-3.59908, -0.32009, 0.17982)
H (-3.02948, -2.35788, 0.74859)
H (-0.21286, 0.19029, -2.07459)
C (3.91471, 4.55486, 0.94607)
H (-6.68859, 1.01607, 0.85038)
H (3.16367, -2.86916, -3.67392)
H (4.91022, 4.63708, 0.49762)
H (3.29729, 5.41480, 0.67051)
H (4.31129, 1.85561, 1.95580)
C (2.94875, -3.52765, -1.63128)
H (-4.49267, 1.62991, -0.14605)
C (2.63603, -2.70891, -2.73159)


Entry 2:
C19H24N2O3S | ωB97M-V/def2-TZVPD

For the strongest force on any atom, the calculation gives 0.71 eV/Å. Its SMILES is CCOCCCNC(=O)[C@@H](NC(=O)Cc1cccs1)c1ccccc1. As for the charge: 0. Its energy relative to the best compared isomer or geometry (same formula, charge and spin) is 6.6 kJ/mol.

CARTESIAN COORDINATES (ANGSTROEM)
H (0.83904, 3.08408, 1.72087)
H (6.36353, -0.76676, -1.07360)
H (-3.41801, -0.08241, 1.19393)
C (2.92728, 3.47498, -0.90469)
N (1.03086, -0.70943, 1.00535)
H (-4.15150, -3.07348, -1.59115)
C (-0.85864, 0.28981, -0.08797)
H (-3.56332, -2.32014, 0.70051)
C (0.33154, 0.54288, 0.84937)
C (1.37299, 2.84678, 0.81161)
H (4.71027, -1.76424, -2.85036)
C (-4.12440, 1.45034, -0.16359)
H (-4.98746, 1.59626, -0.81223)
H (-4.04683, 2.29980, 0.51766)
C (4.90097, -1.34538, 0.46416)
C (3.68687, -1.95666, 0.50576)
H (-5.14813, 0.30095, 1.37057)
H (1.82896, 0.31682, -1.37652)
C (2.21750, 3.78431, 0.24242)
H (-5.87060, -2.98821, -1.19846)
H (-2.82915, 2.18033, -1.74032)
H (2.32797, 4.75531, 0.70220)
N (-1.66445, 1.35531, -0.22851)
H (3.41126, -2.35900, 2.57944)
C (4.57953, -1.72327, -1.78739)
C (-4.57433, -2.15276, 0.29701)
H (2.12429, -3.00713, 1.52404)
O (2.30925, -0.05513, 2.74201)
H (-2.88509, 0.40363, -1.57557)
O (-4.65302, -0.86138, -0.26284)
C (5.41393, -1.21741, -0.84684)
S (3.14686, -2.37320, -1.09127)
H (3.34121, 1.97724, -2.37874)
C (-4.33525, 0.16865, 0.63737)
H (3.59172, 4.20463, -1.34316)
H (5.41139, -0.99608, 1.34338)
C (2.80854, -2.17492, 1.68968)
H (-5.29342, -2.24683, 1.12751)
C (-4.87970, -3.16840, -0.79096)
H (-4.83610, -4.17433, -0.38322)
C (-2.86739, 1.34890, -1.03030)
C (1.23157, 1.59337, 0.23484)
H (0.80534, -1.40759, 0.30637)
C (1.94077, 1.28976, -0.92130)
C (2.02727, -0.87324, 1.89474)
C (2.78748, 2.22535, -1.48537)
O (-1.00589, -0.77125, -0.65599)
H (-0.02059, 0.88372, 1.83103)
H (-1.45491, 2.19543, 0.28851)


Entry 3:
C8H12NSSbSe4SiSn | ωB97M-V/def2-TZVPD

For the strongest force on any atom, the calculation gives 2.69 eV/Å. As for the charge: -2.

CARTESIAN COORDINATES (ANGSTROEM)
H (1.13573, -0.07277, -4.16314)
C (2.48806, -0.20678, -1.07630)
C (1.34646, -0.35919, -0.29194)
H (2.27553, 1.89714, 2.83971)
C (-0.04057, -0.19522, 2.71848)
H (-0.83471, 0.48430, 2.30674)
Sn (-2.75925, 0.82852, -2.00694)
Se (-7.85357, -1.65294, -1.41117)
H (3.63484, -1.56892, 1.69546)
Se (-4.83334, -0.23172, -3.82753)
Se (-5.00240, 0.89946, -0.08586)
C (0.11623, -0.40421, -1.02907)
Sb (-6.51460, 0.33007, -2.02319)
H (3.47124, -0.22614, -0.63307)
Si (1.50679, -0.17156, 1.65558)
H (3.38958, -0.02100, -3.05783)
H (0.13805, 0.09712, 3.75081)
N (0.08323, -0.26842, -2.33380)
S (-1.53348, -0.50719, -0.29281)
Se (-8.29173, 1.92654, -2.46142)
C (2.47185, -0.02624, -2.45860)
H (-0.53228, -1.16299, 2.79562)
H (2.29347, -2.46127, 2.44078)
C (2.70441, -1.45920, 2.30839)
H (1.54998, 2.37419, 1.31046)
H (3.18909, 1.66866, 1.32619)
C (2.19566, 1.63042, 1.78479)
H (2.99847, -1.10535, 3.28827)
C (1.20724, -0.03531, -3.06857)


Number 1: E -37745.7111 eV, HOMO-LUMO gap 4.51 eV. Number 2: E -40051.3952 eV, HOMO-LUMO gap 9.37 eV. Number 3: E -302452.8037 eV, HOMO-LUMO gap 4.40 eV.